No. 1
A molecular structure, C5H6N, computed with wB97M-V/def2-TZVPD.

Output
Frontier orbital gap (spin up / spin down), eV: 5.5 / 5.5
Charge: +1
Energy above the lowest of the compared OMol25 structures with the same formula, charge and spin, kcal per mole: 293.0
Spin multiplicity: 1

Cartesian coordinates (Å):
1 C -0.919 0.914 -2.170
2 C -1.030 0.668 -0.861
3 C 0.239 1.986 2.203
4 C 0.246 0.047 -2.168
5 C 0.407 -0.523 -0.634
6 N -0.698 -0.016 0.091
7 H 1.269 2.254 2.420
8 H -0.546 2.091 2.998
9 H 0.112 -0.818 -2.788
10 H 0.999 0.729 -2.555
11 H 0.118 -1.487 -0.890
12 H 1.438 -0.271 -0.223

Forces on the atoms, in the same order (eV/Å):
C -2.2483 1.2342 -1.4155
C -0.5523 0.2347 0.6324
C -1.1485 -0.7227 -0.8491
C 0.9760 0.2172 1.9086
C 3.7639 0.7001 -2.3229
N -1.5283 1.5892 1.7814
H -0.0209 0.3422 0.8628
H 1.1810 0.2507 -0.1673
H 0.0091 -0.2284 -1.0120
H 0.7711 -0.1797 -0.1366
H 0.3839 -2.5790 0.7640
H -1.5868 -0.8584 -0.0457

No. 2
A molecular structure, C3H6O3Tl, computed with wB97M-V/def2-TZVPD.

Output
Frontier orbital gap (spin up / spin down), eV: 8.8 / 4.3
Charge: +2
Energy above the lowest of the compared OMol25 structures with the same formula, charge and spin, kcal per mole: 47.8
Spin multiplicity: 2

Cartesian coordinates (Å):
1 H 0.581 0.856 -0.897
2 O 1.515 0.138 -1.244
3 C 1.565 -0.411 -0.092
4 O 2.564 -0.421 0.628
5 Tl 4.471 -0.272 0.584
6 O 0.401 0.116 0.468
7 C -0.848 -0.542 0.093
8 C -1.925 0.510 0.144
9 H -1.006 -1.360 0.803
10 H -0.728 -0.935 -0.924
11 H -1.879 1.078 1.082
12 H -2.914 0.041 0.054
13 H -1.797 1.204 -0.697

Forces on the atoms, in the same order (eV/Å):
H 2.6733 -2.5435 -1.5027
O -0.1995 0.3542 -1.4677
C -4.1040 7.4228 -1.6107
O -2.3273 -2.9210 2.2359
Tl 4.6903 0.3303 -0.3092
O 0.5879 -1.8818 2.5544
C -1.3369 -1.0785 0.0199
C 0.0622 0.3796 0.0297
H -0.0085 0.1812 -0.1402
H -0.0400 -0.0708 0.2067
H -0.1194 -0.2133 -0.1907
H 0.2863 0.0718 0.0189
H -0.1645 -0.0310 0.1557

No. 3
C9H9N3 in the gas phase, computed with wB97M-V/def2-TZVPD.

Output
Frontier orbital gap, eV: 8.8
Charge: 0
Energy above the lowest of the compared OMol25 structures with the same formula, charge and spin, kcal per mole: 12.8
Spin multiplicity: 1

Cartesian coordinates (Å):
1 C 3.770 -0.267 0.008
2 C 2.251 -0.024 -0.018
3 C 1.793 1.331 0.083
4 C 0.471 1.597 0.054
5 C -0.465 0.518 -0.068
6 C -1.872 0.597 -0.046
7 N -2.514 1.841 -0.011
8 C -2.646 -0.585 0.151
9 C -1.944 -1.792 0.047
10 N -0.651 -1.971 -0.081
11 C 0.095 -0.827 -0.074
12 N 1.464 -1.054 -0.051
13 H 4.176 0.328 0.901
14 H 4.277 0.194 -0.854
15 H 4.000 -1.319 0.151
16 H 2.534 2.144 0.054
17 H 0.111 2.607 0.197
18 H -2.098 2.576 -0.508
19 H -3.522 1.790 -0.104
20 H -3.735 -0.617 0.184
21 H -2.560 -2.703 0.160

Forces on the atoms, in the same order (eV/Å):
C -0.2824 1.5349 1.3397
C 1.1209 0.2379 0.1812
C 0.7658 0.1678 -0.7052
C -0.9698 -0.3363 0.0265
C 1.1250 -1.8149 0.2665
C -2.0047 -0.0371 1.0017
N -0.4687 -1.6091 0.5368
C 1.6935 0.9729 -1.1606
C -1.0755 -0.6812 0.6193
N 0.3512 1.1130 0.1497
C 0.1992 0.1442 -0.0831
N -1.0209 0.2625 -0.2579
H -0.4466 -0.9357 -1.0487
H -0.2649 -0.4561 0.0636
H 0.0124 0.0469 -0.2447
H -0.4190 -0.4500 0.3618
H -0.0254 0.0961 -0.1844
H 0.5325 0.9774 -0.6582
H 0.3502 0.1258 -0.0383
H 0.3554 0.3308 0.1177
H 0.4719 0.3101 -0.2836

No. 4
2 unconnected molecules or ions with the total composition C3H5IN2, computed with wB97M-V/def2-TZVPD.

Output
Frontier orbital gap, eV: 9.0
Charge: 0
Energy above the lowest of the compared OMol25 structures with the same formula, charge and spin, kcal per mole: 52.6
Spin multiplicity: 1

Cartesian coordinates (Å):
1 C -1.259 -2.202 -0.261
2 C 2.067 2.068 -0.036
3 C -1.303 -1.031 0.369
4 N 0.945 1.888 0.565
5 N -0.031 1.544 0.972
6 I -2.614 0.549 -0.265
7 H -0.586 -2.968 -0.027
8 H -2.042 -2.370 -1.047
9 H 2.679 2.937 0.194
10 H 2.303 1.302 -0.881
11 H -0.553 -0.933 1.172

Forces on the atoms, in the same order (eV/Å):
C -2.8337 1.6794 -1.3647
C 1.2615 -0.9041 -1.8826
C 0.7216 -0.6695 -0.0693
N 1.4653 -0.1745 -0.9918
N -1.4094 0.0976 1.4149
I 0.3649 -1.1374 0.3729
H 0.8750 -0.9228 0.4553
H 1.0886 -0.1822 0.5929
H -0.3056 -0.3888 -0.0468
H -0.4670 1.6800 1.7876
H -0.7612 0.9223 -0.2684

- Look up the energy above the lowest of the compared OMol25 structures with the same formula, charge and spin of the fourth one.
  52.6 kcal per mole

- What is the energy above the lowest of the compared OMol25 structures with the same formula, charge and spin in the second record?
  47.8 kcal per mole

- Which formula does entry 3 have?
  C9H9N3

- spin multiplicity of number 1 (C5H6N)?
  1